This record from OMol25 describes C18H25F3N4O4 in the gas phase at a distorted geometry. The level of theory is ωB97M-V/def2-TZVPD.

The total energy is -1520.53571 Eh. The SMILES is CCCc1ncoc1C(=O)NC1(CNC(=O)[C@@H](NC(=O)C(F)(F)F)C(C)C)CC1. The calculation puts the LUMO energy at 0.635 eV.

```
! RIJCOSX wB97M-V def2-TZVPD def2/J DEFGRID3
* xyz 0 1
C -2.4146 -4.4201 1.3651
C -0.9685 -3.9511 1.2910
C -0.8403 -2.4584 1.6074
C 0.5749 -2.0023 1.5656
N 1.4176 -2.1254 2.6642
C 2.5524 -1.6742 2.2580
O 2.5731 -1.2574 0.9843
C 1.2902 -1.4734 0.5428
C 0.9128 -1.0711 -0.8193
O -0.2132 -1.3086 -1.2468
N 1.8728 -0.4218 -1.5168
C 1.6343 0.1495 -2.8138
C 1.0841 1.5524 -2.8249
N -0.2839 1.6263 -2.2569
C -0.4344 2.4590 -1.1442
O -0.5425 3.6580 -1.2358
C -0.7005 1.8017 0.2263
N 0.0407 2.5301 1.2421
C 1.3771 2.5055 1.2308
O 2.0634 1.8495 0.4727
C 2.0668 3.3621 2.3131
F 1.1921 4.1262 2.9942
F 2.6837 2.5676 3.1941
F 2.9744 4.1657 1.7648
C -2.1990 1.8167 0.5497
C -2.4692 1.1772 1.9090
C -2.9826 1.0965 -0.5450
C 2.6169 -0.2219 -3.8893
C 1.2301 -0.7987 -3.9003
H -2.5000 -5.4819 1.1330
H -2.8270 -4.2620 2.3637
H -3.0378 -3.8715 0.6560
H -0.3495 -4.5191 1.9898
H -0.5669 -4.1288 0.2904
H -1.4232 -1.8911 0.8808
H -1.2340 -2.2598 2.6074
H 3.4726 -1.5927 2.8126
H 2.6547 -0.0645 -0.9871
H 1.7463 2.2145 -2.2617
H 1.0754 1.9082 -3.8576
H -0.5649 0.6771 -2.0185
H -0.3475 0.7706 0.2313
H -0.4306 3.2382 1.7817
H -2.5096 2.8678 0.5687
H -2.1526 0.1317 1.9067
H -1.9474 1.6800 2.7239
H -3.5365 1.2031 2.1309
H -2.6338 0.0654 -0.6525
H -4.0422 1.0688 -0.2906
H -2.8843 1.5918 -1.5117
H 2.8693 0.5355 -4.6182
H 3.4289 -0.8744 -3.6017
H 1.1063 -1.8354 -3.6259
H 0.5253 -0.4311 -4.6332
*
```

Mulliken population analysis, charges in e, atoms 1 to 6:
1. C -1.312
2. C -0.410
3. C -0.312
4. C 0.705
5. N -0.631
6. C -0.428

***

This record from OMol25 describes C18H25FN2O3 in the gas phase. The level of theory is ωB97M-V/def2-TZVPD.

The total energy is -1136.01672 Eh. The SMILES is CCCC(=O)c1cc(F)c(N2CCN(C(=O)OCC)CC2)cc1C. The calculation puts the LUMO energy at 0.695 eV.

```
! RIJCOSX wB97M-V def2-TZVPD def2/J DEFGRID3
* xyz 0 1
C -0.7197 1.5642 -6.5592
C 0.1669 1.2258 -5.3670
C 0.9452 2.4538 -4.8912
C 1.8447 2.1509 -3.7108
O 3.0041 2.4958 -3.6945
C 1.2771 1.3224 -2.6112
C 2.0207 0.1986 -2.2566
C 1.5813 -0.6662 -1.2846
F 2.3336 -1.7767 -1.0633
C 0.4020 -0.4445 -0.5557
N -0.0602 -1.3433 0.3831
C -1.4013 -1.2375 0.9151
C -1.4366 -0.3835 2.1908
N -0.5033 -0.9311 3.1512
C -0.9704 -1.5178 4.2790
O -2.1311 -1.4927 4.6173
O 0.0152 -2.1141 4.9877
C -0.3727 -2.6647 6.2451
C -0.4254 -1.6011 7.3321
C 0.8423 -1.0754 2.6442
C 0.8304 -1.9291 1.3653
C -0.3010 0.7156 -0.9075
C 0.0977 1.5863 -1.9087
C -0.7246 2.8175 -2.1549
H -1.4437 2.3320 -6.2938
H -1.2616 0.6825 -6.8925
H -0.1209 1.9322 -7.3891
H -0.4468 0.8367 -4.5522
H 0.8731 0.4424 -5.6497
H 0.2475 3.2466 -4.6180
H 1.5773 2.8332 -5.6973
H 2.9432 -0.0187 -2.7722
H -2.0787 -0.8454 0.1576
H -1.7286 -2.2517 1.1700
H -2.4300 -0.3937 2.6408
H -1.1436 0.6485 1.9690
H -1.3521 -3.1419 6.1376
H 0.3870 -3.4178 6.4657
H -1.1960 -0.8718 7.0952
H 0.5329 -1.0927 7.4095
H -0.6605 -2.0658 8.2853
H 1.4671 -1.5371 3.4060
H 1.2335 -0.0775 2.4099
H 1.8421 -2.0151 0.9808
H 0.4625 -2.9326 1.6036
H -1.1990 0.9665 -0.3657
H -1.3400 3.0409 -1.2864
H -0.0883 3.6760 -2.3553
H -1.3909 2.6711 -3.0046
*
```

Mulliken population analysis, charges in e, atoms 1 to 6:
1. C -1.412
2. C -0.192
3. C -0.717
4. C -0.222
5. O -0.587
6. C 1.142

***

This record from OMol25 describes C18H25N3O6 in the gas phase. The level of theory is ωB97M-V/def2-TZVPD.

The total energy is -1316.64630 Eh. The SMILES is COc1cc(C(=O)NCCNC(=O)[C@H]2CCCNC2=O)cc(OC)c1OC. The calculation puts the LUMO energy at 0.561 eV.

```
! RIJCOSX wB97M-V def2-TZVPD def2/J DEFGRID3
* xyz 0 1
C -0.4367 -3.9882 -3.9612
O -1.3812 -3.1377 -3.3594
C -0.9281 -2.0230 -2.7233
C 0.4071 -1.6809 -2.5890
C 0.7556 -0.5233 -1.9064
C 2.1939 -0.1616 -1.7400
O 3.0197 -0.2051 -2.6289
N 2.4926 0.1985 -0.4666
C 3.7289 0.8223 -0.0688
C 3.4439 2.1589 0.6314
N 2.7252 1.9424 1.8688
C 1.3828 1.9523 1.9289
O 0.6547 2.3716 1.0485
C 0.8268 1.4004 3.2574
C -0.6985 1.4515 3.2806
C -1.2711 0.2807 2.4909
C -0.8540 -1.0188 3.1619
N 0.5806 -1.0428 3.3486
C 1.4073 0.0066 3.4418
O 2.6080 -0.1501 3.6199
C -0.2273 0.3079 -1.3920
C -1.5750 -0.0114 -1.5296
O -2.5696 0.7786 -1.0109
C -2.2652 2.1287 -0.7236
C -1.9389 -1.1927 -2.1924
O -3.2060 -1.6684 -2.3653
C -4.2934 -0.7731 -2.4264
H 0.2429 -4.4246 -3.2216
H 0.1482 -3.4662 -4.7254
H -1.0157 -4.7825 -4.4298
H 1.1940 -2.2894 -3.0019
H 1.7454 0.2042 0.2090
H 4.2801 0.1648 0.6150
H 4.3198 0.9736 -0.9745
H 2.8201 2.7890 -0.0068
H 4.3807 2.6743 0.8518
H 3.2049 1.4024 2.5857
H 1.2470 2.0268 4.0513
H -1.0553 1.4102 4.3117
H -1.0227 2.3959 2.8409
H -0.8896 0.3038 1.4697
H -2.3582 0.3382 2.4477
H -1.3540 -1.1163 4.1353
H -1.1358 -1.8777 2.5466
H 1.0150 -1.9429 3.5016
H 0.0547 1.2210 -0.8929
H -1.8480 2.6330 -1.5999
H -1.5704 2.2323 0.1126
H -3.2174 2.5871 -0.4600
H -5.1267 -1.3631 -2.8080
H -4.5475 -0.3728 -1.4424
H -4.0937 0.0558 -3.1104
*
```

Mulliken population analysis, charges in e, atoms 1 to 6:
1. C -0.933
2. O -0.434
3. C 0.858
4. C -0.675
5. C -0.502
6. C 0.084

***

This record from OMol25 describes 5 unconnected molecules or ions with the total composition C18H25N5O2PS at a distorted geometry. The level of theory is ωB97M-V/def2-TZVPD.

The total energy is -1864.62704 Eh. The calculation puts the LUMO energy at 2.205 eV.

```
! RIJCOSX wB97M-V def2-TZVPD def2/J DEFGRID3
* xyz -1 1
N -1.1651 0.0360 1.7169
C -1.4946 -0.1847 3.1779
P -0.2507 0.6201 4.4020
S -1.1008 0.8039 6.1848
C -1.5335 -1.8117 3.5123
O -1.7696 -2.7684 2.6071
O -1.3424 -2.2652 4.9178
H -0.7021 0.9703 1.6522
H -0.4605 -0.7171 1.4842
H -2.5959 0.1981 3.3405
H 0.0829 1.9979 4.0172
H 0.9260 -0.2145 4.4554
N 0.5353 -3.5946 -2.2863
C -0.5824 -3.2464 -1.5735
C -0.2061 -3.0427 -0.2646
C 1.1887 -3.2702 -0.1866
C 1.6211 -3.6066 -1.4499
H 0.5559 -3.8083 -3.2750
H -1.5475 -3.1752 -2.0570
H -0.8648 -2.7595 0.5461
H 1.8108 -3.1960 0.6960
H 2.6056 -3.8540 -1.8239
N -3.1383 -1.9211 -4.1378
C -4.1310 -2.7818 -3.7477
C -5.2653 -2.4773 -4.4667
C -4.9436 -1.3987 -5.3249
C -3.6232 -1.0774 -5.1031
H -2.1953 -1.9107 -3.7715
H -3.9463 -3.5343 -2.9928
H -6.2208 -2.9786 -4.3831
H -5.6039 -0.9096 -6.0293
H -2.9892 -0.3217 -5.5474
N 1.6838 4.2801 3.1893
C 0.6849 4.3031 2.2511
C 0.1380 5.5668 2.2426
C 0.8356 6.3347 3.2054
C 1.7864 5.5161 3.7727
H 2.2563 3.4770 3.4151
H 0.4483 3.4202 1.6726
H -0.6748 5.9000 1.6103
H 0.6633 7.3731 3.4573
H 2.5245 5.7066 4.5404
N 4.7027 -0.0921 -1.8334
C 3.4489 -0.6315 -1.7094
C 2.6437 0.3005 -1.0934
C 3.4385 1.4444 -0.8424
C 4.7046 1.1756 -1.3122
H 5.5014 -0.5564 -2.2459
H 3.2378 -1.6301 -2.0676
H 1.5967 0.1709 -0.8520
H 3.1213 2.3653 -0.3705
H 5.6047 1.7758 -1.3190
*
```

Mulliken population analysis, charges in e, atoms 1 to 6:
1. N -0.579
2. C 0.066
3. P 0.235
4. S -0.451
5. C 0.295
6. O -0.643

***

This record from OMol25 describes a molecular structure, C18H25N8PdSi at a distorted geometry. The level of theory is ωB97M-V/def2-TZVPD.

The total energy is -1556.37936 Eh. The calculation puts the LUMO energy (spin up / spin down) at 2.821 / 2.817 eV.

```
! RIJCOSX wB97M-V def2-TZVPD def2/J DEFGRID3
* xyz -1 1
Pd -0.0659 0.1820 0.3997
C -1.3748 -3.1034 0.6058
C -2.3123 -2.2284 -0.1883
C -3.3116 -2.7885 -0.9646
C -4.1324 -1.9251 -1.7023
C -3.9421 -0.5726 -1.6306
C -2.9123 -0.0308 -0.7924
N -2.1160 -0.9091 -0.1001
N -2.7455 1.2778 -0.7353
Si -1.9229 2.2197 0.4128
C -0.1070 2.8787 0.1963
C -2.1571 1.7157 2.2529
C -2.8839 3.8671 0.2958
H -1.8744 -3.5016 1.4934
H -0.5141 -2.5134 0.9133
H -1.0273 -3.9435 0.0038
H -3.4363 -3.8629 -1.0109
H -4.9175 -2.3367 -2.3289
H -4.5567 0.1248 -2.1826
H 0.5384 2.6173 1.0321
H -0.1569 3.9710 0.1387
H 0.3608 2.5382 -0.7296
H -2.6232 0.7267 2.2915
H -2.8191 2.4241 2.7610
H -1.2159 1.6673 2.7993
H -2.6779 4.3844 -0.6461
H -2.6232 4.5445 1.1174
H -3.9582 3.6713 0.3371
N 0.6653 -1.7098 4.4215
C -0.3020 -1.1325 3.6875
N 0.2306 -0.5690 2.6400
C 1.5730 -0.8257 2.7643
N 1.8757 -1.5140 3.8503
C 2.4941 -0.3886 1.7316
C 3.6801 -1.0589 1.4763
N 4.5280 -0.7020 0.5176
C 4.1338 0.3610 -0.2159
C 2.9550 1.0265 0.0036
N 2.0862 0.6817 0.9814
H 0.5925 -2.2663 5.2519
H -1.3489 -1.1545 3.9449
H 3.9468 -1.9219 2.0777
H 4.8163 0.6841 -0.9944
H 2.6807 1.8829 -0.6031
C 0.2443 -0.1460 -4.0821
C -0.1857 0.4926 -2.7575
C 0.3198 -0.2861 -1.6113
N 0.9119 -1.1867 -1.1327
H -0.1924 0.3952 -4.9227
H -0.0885 -1.1828 -4.1217
H 1.3300 -0.1320 -4.1834
H -1.2703 0.5515 -2.6791
H 0.1867 1.5148 -2.6835
*
```

Mulliken population analysis, charges in e, atoms 1 to 6:
1. Pd -0.026
2. C -1.169
3. C 0.386
4. C -0.908
5. C -0.181
6. C -0.986